Here is a 3-piece molecular cluster, C5H13NO2 overall from the Open Molecules 2025 dataset. Energies are from ωB97M-V with the def2-TZVPD basis set.

As for the SMILES: C=C(N)/C=C/C.O.O. The value obtained for the HOMO energy is -7.853 eV. Its total charge is 0. As for the HOMO-LUMO gap: 8.4 eV.

Last column: Löwdin charge in e.
Atoms and positions in Å:
C -1.554 2.150 1.854  0.0214
C -0.342 2.639 1.579  -0.4471
N 0.402 3.351 2.501  0.0845
C 0.349 2.353 0.289  -0.0941
C 0.670 1.111 -0.027  -0.1367
C 1.462 0.845 -1.304  -0.1059
H -1.987 2.370 2.811  0.0459
H -2.054 1.557 1.120  0.0488
H 0.227 3.259 3.483  0.0860
H 1.174 3.928 2.228  0.0820
H 0.676 3.210 -0.296  0.1142
H 0.298 0.223 0.473  0.1090
H 1.279 1.638 -2.025  0.0653
H 1.272 -0.152 -1.700  0.0570
H 2.552 0.916 -1.181  0.0720
O -0.889 -6.043 -2.160  -0.0568
H -0.392 -5.570 -2.842  0.0465
H -0.623 -6.963 -2.316  0.0521
O -0.912 -3.527 -0.445  -0.0678
H -1.220 -4.282 -0.973  0.0015
H -0.387 -3.011 -1.068  0.0221

***

Here is a 2-piece molecular cluster, C2F2N2O2 overall from the Open Molecules 2025 dataset. Energies are from ωB97M-V with the def2-TZVPD basis set.

The value obtained for the HOMO energy is -12.863 eV. Its total charge is 0. As for the HOMO-LUMO gap: 10.0 eV.

Last column: Löwdin charge in e.
Atoms and positions in Å:
C 0.720 -0.111 1.261  -0.0737
C 0.050 -0.498 0.023  -0.2035
N 1.053 0.114 2.348  0.2478
N -0.103 0.644 -0.994  -0.3181
O -0.121 0.350 -2.164  0.1489
O -0.163 1.774 -0.519  0.1232
F 0.296 -1.629 -0.509  0.2390
F -1.732 -0.643 0.556  -0.1636

***

What is the total charge in the first record? 0